The following is a DFT calculation (ωB97M-V/def2-TZVPD) of a structure of composition C6H10O2S4 in a non-equilibrium geometry.

As for the max |F|: 4.873 eV/Å. The value obtained for the HOMO energy is -9.05 eV. The calculation puts the energy above the lowest of the compared OMol25 structures with the same formula, charge and spin at 92.9 kcal/mol. As for the total charge: 0. For the HOMO-LUMO gap, the calculation gives 8.44 eV.

Geometry (Å):
C: -0.797 -0.322 -2.861
C: 0.734 -0.928 -2.791
C: 1.889 -0.980 -0.696
C: -1.251 0.275 1.061
C: -2.128 2.593 1.436
C: -3.680 3.111 1.292
H: -0.876 0.800 -2.353
H: -1.393 -1.008 -2.168
H: -1.669 -0.102 -4.001
H: 1.109 -2.111 -2.727
H: 1.362 -0.291 -3.693
H: -1.476 3.205 2.134
H: -1.611 2.872 0.548
H: -4.001 3.293 0.086
H: -4.465 2.222 1.675
H: -3.747 4.171 2.134
O: 1.081 -0.278 -1.442
O: -2.277 1.042 1.743
S: 2.910 -2.160 -1.076
S: 1.897 -0.310 0.999
S: 0.406 1.154 0.956
S: -1.605 -1.288 0.453

Cartesian forces, eV/Å:
C -2.6 0.8 -0.2
C 0.5 2.5 -1.9
C 0.0 1.5 1.0
C -1.6 -1.1 0.5
C -2.5 0.0 1.1
C -0.6 0.3 1.0
H 0.7 -3.1 -1.3
H 0.5 1.2 -1.2
H 3.5 -1.2 3.2
H -1.7 3.3 -0.3
H -1.3 -2.1 2.8
H -1.3 -1.4 0.4
H 0.2 -1.0 -1.4
H 1.1 -0.1 3.7
H 2.4 2.6 -0.8
H -0.2 -3.3 -3.2
O 0.0 -1.7 -2.0
O 3.7 1.3 -2.8
S 0.3 -0.6 0.1
S -1.0 0.0 -0.7
S -0.9 -1.1 0.3
S 0.8 3.3 1.6



The following is a DFT calculation (ωB97M-V/def2-TZVPD) of a structure of composition C23H23NZn in a non-equilibrium geometry.

As for the max |F|: 7.541 eV/Å. The value obtained for the HOMO energy (spin up / spin down) is -6.28 / -5.92 eV. The calculation puts the energy above the lowest of the compared OMol25 structures with the same formula, charge and spin at 119.7 kcal/mol. As for the total charge: 0. For the HOMO-LUMO gap (spin up / spin down), the calculation gives 5.60 / 5.15 eV.

Geometry (Å):
C: -0.488 -0.380 -1.006
C: 2.283 -0.171 -2.750
C: 0.675 0.702 -0.857
H: -0.208 -1.238 -0.388
C: 2.340 1.259 -2.917
H: 3.164 -0.732 -3.092
H: 0.704 0.994 0.199
H: 3.172 1.685 -3.483
C: 0.250 1.926 -1.680
H: 0.436 2.832 -1.078
H: -0.830 1.915 -1.885
C: -0.391 -0.779 -2.461
H: -0.898 -0.013 -3.071
H: -0.965 -1.709 -2.601
C: 1.047 -1.035 -3.047
H: 0.925 -1.104 -4.142
H: 1.332 -2.054 -2.735
C: 1.056 2.061 -3.002
H: 0.424 1.782 -3.861
H: 1.306 3.123 -3.148
Zn: 2.717 0.736 -1.266
H: -2.015 -0.694 -0.513
C: -4.910 -1.964 0.897
C: -4.591 -1.868 2.257
C: -3.338 -1.385 2.637
C: -2.380 -1.014 1.672
C: -2.723 -1.065 0.310
C: -3.972 -1.555 -0.066
C: -1.050 -0.550 2.192
C: -0.985 0.418 3.228
C: 0.221 1.026 3.510
C: 1.370 0.677 2.766
C: 2.520 1.503 2.643
C: 3.448 1.295 1.650
C: 3.329 0.177 0.755
C: 2.372 -0.814 1.076
C: 1.286 -0.492 1.927
N: 0.073 -1.074 1.708
H: -5.881 -2.348 0.583
H: -5.311 -2.168 3.019
H: -3.074 -1.300 3.692
H: -4.227 -1.621 -1.126
H: -1.913 0.693 3.725
H: 0.292 1.823 4.248
H: 2.606 2.346 3.333
H: 4.289 1.981 1.519
H: 4.160 -0.044 0.055
H: 2.356 -1.782 0.574

Cartesian forces, eV/Å:
C 6.8 0.7 -1.3
C -1.8 -3.1 -4.6
C -4.6 -0.5 1.3
H -0.6 0.2 0.0
C 0.2 2.4 -4.8
H 0.0 0.3 0.1
H 0.1 0.2 0.0
H -0.2 -0.3 -0.2
C 0.2 0.6 0.1
H 0.0 -0.2 -0.2
H 0.3 0.0 0.0
C -1.0 0.2 -0.6
H 0.2 -0.2 0.0
H 0.1 0.2 -0.3
C 0.1 -0.6 0.4
H 0.0 0.1 0.2
H -0.1 0.2 -0.1
C 0.1 0.5 0.2
H 0.3 -0.2 0.2
H 0.0 -0.3 -0.1
Zn 0.3 0.6 7.5
H -1.1 -0.3 1.4
C 0.4 0.1 0.0
C 0.1 0.1 -0.2
C 0.1 0.0 -0.4
C -0.3 -0.2 0.4
C -0.2 -0.1 -0.3
C -0.4 -0.1 0.5
C 1.2 -0.5 -0.2
C 0.4 0.4 0.0
C -0.5 -0.2 0.1
C 0.4 -0.7 -1.1
C 0.1 0.2 0.3
C -0.1 0.1 -0.3
C 0.0 -1.2 2.1
C 0.7 0.4 -0.8
C -1.0 1.4 0.8
N -0.4 -0.4 0.1
H 0.2 0.1 0.1
H 0.2 0.1 -0.2
H -0.1 -0.1 -0.2
H 0.1 0.1 0.3
H 0.3 0.2 0.0
H -0.1 -0.1 -0.2
H 0.1 -0.2 -0.3
H -0.4 -0.1 0.0
H -0.1 -0.1 0.5
H -0.1 0.4 -0.2



The following is a DFT calculation (ωB97M-V/def2-TZVPD) of an isolated molecule of C10H16N2O2 in a non-equilibrium geometry.

As for the max |F|: 3.647 eV/Å. The value obtained for the HOMO energy is -8.78 eV. Its SMILES is C[C@H]1CO/C2=N\CC/N=C/1OC[C@@H]2C. The calculation puts the energy above the lowest of the compared OMol25 structures with the same formula, charge and spin at 87.1 kcal/mol. As for the total charge: 0. For the HOMO-LUMO gap, the calculation gives 9.63 eV.

Geometry (Å):
C: 3.018 0.598 -0.618
C: 3.042 -0.392 0.615
C: -0.526 -0.604 -1.501
C: -0.675 0.455 1.411
C: -0.092 -1.848 -0.601
C: -0.131 1.690 0.610
C: 0.736 1.324 -0.594
C: 0.779 -1.321 0.529
C: -1.409 -2.584 -0.203
C: -1.313 2.594 0.389
N: 1.932 1.569 -0.393
N: 2.009 -1.325 0.247
O: 0.419 0.451 -1.575
O: 0.286 -0.518 1.624
H: 4.042 1.158 -0.819
H: 2.793 0.033 -1.485
H: 3.885 -1.080 0.669
H: 2.810 0.071 1.604
H: -0.657 -0.907 -2.532
H: -1.537 -0.156 -1.151
H: -0.887 0.897 2.358
H: -1.630 0.103 0.997
H: 0.636 -2.381 -1.215
H: 0.646 2.134 1.248
H: -1.922 -3.144 -1.023
H: -2.107 -1.845 0.241
H: -1.139 -3.383 0.422
H: -2.156 2.125 -0.111
H: -1.122 3.381 -0.230
H: -1.687 3.137 1.332

Cartesian forces, eV/Å:
C 1.6 2.0 -0.1
C -1.1 -0.1 0.4
C -1.5 1.0 1.3
C 0.2 1.1 -1.4
C -1.5 1.0 -0.1
C -0.8 -0.1 -0.1
C -0.7 -1.7 1.1
C 0.6 2.0 0.2
C 0.3 0.6 -1.5
C -1.5 0.0 2.3
N 3.3 0.4 1.5
N -1.2 -0.8 -0.4
O -0.4 -0.6 -1.1
O 0.9 -2.1 -0.9
H -2.1 -1.1 0.8
H 0.2 -0.9 -0.9
H 0.7 0.9 0.0
H 0.6 0.1 -0.8
H 0.0 -0.3 -0.1
H 1.4 -0.9 -0.4
H -0.3 0.0 0.9
H 0.3 -0.2 -0.1
H -0.4 -0.4 0.2
H -0.6 0.1 -0.1
H 0.4 1.0 0.1
H 0.3 -0.8 0.0
H 0.1 -0.8 1.5
H -0.2 -0.5 0.3
H 1.1 2.2 -1.8
H 0.5 -1.3 -1.1



The following is a DFT calculation (ωB97M-V/def2-TZVPD) of a structure of composition C35H46N6O3ReS4Si in a non-equilibrium geometry.

Its expectation value of S² is 3.7851. As for the max |F|: 4.102 eV/Å. The value obtained for the HOMO energy (spin up / spin down) is -7.53 / -7.73 eV. As for the spin multiplicity: 4. As for the total charge: 0. For the HOMO-LUMO gap (spin up / spin down), the calculation gives 6.62 / 6.44 eV.

Geometry (Å):
Re: 0.521 -1.704 0.975
S: -1.812 -5.579 1.166
C: -0.971 -4.229 1.145
S: 0.391 -3.817 2.113
S: -1.426 -2.806 0.223
N: 3.654 -2.982 1.899
C: 3.391 -1.798 2.416
N: 4.344 -1.185 3.042
C: 3.974 -0.177 3.818
N: 4.923 0.530 4.452
N: 2.672 0.174 4.135
C: 1.853 -0.334 3.247
N: 2.129 -1.246 2.265
C: 0.417 -0.021 3.434
C: -0.042 0.777 4.445
C: -1.438 1.049 4.579
C: -2.287 0.355 3.729
C: -1.733 -0.414 2.657
N: -0.405 -0.553 2.570
H: 4.627 -3.218 1.843
H: 2.957 -3.458 1.347
H: 5.917 0.396 4.188
H: 4.676 1.462 4.806
H: 0.557 1.391 5.086
H: -1.852 1.769 5.313
H: -3.357 0.481 3.809
H: -2.421 -0.731 1.884
C: 6.042 0.594 0.119
C: 4.772 1.003 0.010
C: 3.781 0.173 -0.268
C: 4.055 -1.099 -0.732
C: 5.415 -1.542 -0.731
C: 6.425 -0.669 -0.249
C: 2.997 -2.085 -1.236
C: 1.761 -2.466 -0.736
C: 1.036 -3.467 -1.554
C: 0.189 -3.047 -2.598
C: -0.656 -3.951 -3.236
C: -0.711 -5.258 -2.882
C: 0.228 -5.691 -1.935
C: 1.087 -4.836 -1.239
H: 6.829 1.301 0.527
H: 4.376 1.993 0.242
H: 2.755 0.557 -0.373
H: 5.697 -2.525 -1.189
H: 7.500 -0.942 -0.134
H: 3.146 -2.535 -2.257
H: 0.245 -2.056 -2.992
H: -1.256 -3.544 -4.057
H: -1.316 -6.010 -3.346
H: 0.183 -6.721 -1.674
H: 1.749 -5.243 -0.446
C: -4.665 0.944 1.038
C: -4.297 0.567 -0.415
C: -4.918 -0.718 -0.886
C: -4.634 1.848 -1.223
O: -2.824 0.305 -0.433
Si: -1.532 1.222 -0.663
S: 0.205 0.116 -0.599
O: -1.713 1.995 -2.124
C: -1.593 1.520 -3.506
C: -0.207 1.786 -4.018
C: -1.915 0.052 -3.602
C: -2.616 2.280 -4.342
O: -1.617 2.453 0.412
C: -0.803 3.525 0.788
C: 0.393 2.965 1.616
C: -0.294 4.250 -0.497
C: -1.593 4.338 1.851
H: -5.668 1.303 1.094
H: -3.972 1.771 1.279
H: -4.599 0.139 1.789
H: -5.829 -1.004 -0.384
H: -4.098 -1.444 -0.786
H: -5.217 -0.664 -1.951
H: -5.712 1.935 -1.298
H: -4.168 1.765 -2.224
H: -4.228 2.792 -0.797
H: 0.592 1.447 -3.375
H: -0.100 2.856 -4.231
H: 0.099 1.251 -4.948
H: -1.330 -0.519 -2.891
H: -1.684 -0.215 -4.628
H: -2.985 -0.136 -3.442
H: -2.304 3.322 -4.223
H: -3.642 2.248 -4.000
H: -2.456 2.040 -5.409
H: 1.035 2.424 0.956
H: 0.085 2.400 2.457
H: 1.025 3.835 1.958
H: 0.387 3.610 -1.129
H: 0.257 5.109 -0.180
H: -1.057 4.544 -1.145
H: -2.070 3.715 2.581
H: -2.401 4.982 1.468
H: -0.925 4.979 2.441

Cartesian forces, eV/Å:
Re 0.3 -1.0 -2.1
S -0.5 -1.3 0.1
C -0.6 1.2 -0.1
S 0.8 0.1 0.4
S -0.1 0.1 -0.1
N -0.3 0.0 -0.2
C -1.6 -0.4 -1.3
N 1.0 1.3 1.4
C -0.1 0.4 0.7
N 1.2 0.9 -0.1
N 1.3 -0.5 -1.4
C -0.5 -0.5 0.4
N 0.9 0.7 1.4
C 0.8 0.7 1.0
C -2.0 1.8 0.9
C 0.7 -1.0 -0.4
C 0.7 -0.2 -0.9
C -0.5 1.8 1.9
N -2.0 -1.4 -1.8
H 0.1 -0.3 -0.1
H 0.1 0.0 -0.2
H -1.3 0.0 0.2
H 0.1 -1.0 -0.2
H 0.9 -0.3 0.1
H 0.6 -0.7 -0.5
H -0.1 -0.1 -0.2
H 0.6 -0.5 -0.2
C 3.6 1.4 1.1
C -1.0 3.1 1.5
C -3.1 -1.8 -2.0
C 0.4 -2.6 -0.3
C 0.2 0.3 -0.4
C -0.1 -1.4 -0.3
C -1.5 -0.1 -0.1
C 1.8 1.1 0.4
C -0.4 -0.2 -0.2
C 0.6 -1.2 0.1
C -0.3 1.9 -1.0
C 1.5 -1.0 1.0
C -0.4 0.3 0.3
C -0.4 0.0 -0.3
H -1.0 -0.8 -0.7
H 1.0 0.2 0.1
H 0.5 -0.3 0.3
H -0.4 0.9 0.7
H -1.1 -0.1 -0.3
H 0.6 0.4 1.1
H 0.0 0.6 0.2
H 0.0 -0.3 0.3
H -0.5 0.0 -0.3
H 0.3 -0.7 0.2
H -0.5 0.5 -0.6
C 1.3 -0.2 0.0
C 1.0 1.6 1.2
C 0.3 -0.1 -1.4
C 0.9 -0.4 -0.7
O -1.8 -0.6 0.5
Si -0.5 1.5 -0.9
S 0.7 -0.3 0.0
O 0.6 -0.2 -0.6
C -1.0 -0.6 0.9
C 1.2 0.3 -1.1
C -0.4 -0.2 0.0
C 1.4 1.3 -0.2
O -0.8 -0.7 0.1
C 0.8 -0.2 0.8
C 0.8 2.4 -1.2
C 1.3 -1.2 1.3
C 0.0 1.4 -0.9
H -0.8 0.4 -0.1
H -0.4 -0.4 0.3
H 0.3 0.0 -0.4
H -0.1 -0.1 0.6
H -0.7 -0.3 0.0
H 0.4 0.0 0.3
H -0.2 0.0 -0.1
H -0.6 0.0 0.5
H -0.2 -0.8 0.1
H 0.0 0.1 0.8
H 0.2 -0.1 0.2
H -1.0 0.3 0.3
H 0.1 -0.3 -0.1
H 0.1 -0.5 -0.1
H 0.2 0.0 0.1
H -0.3 0.2 -0.2
H -0.1 -0.5 -0.2
H -0.5 -0.1 0.5
H 0.4 -0.8 -0.3
H -0.4 -0.5 0.6
H -0.7 -0.7 -0.1
H -0.6 0.3 1.0
H 0.5 0.7 0.1
H -1.5 0.5 -0.8
H -0.1 -0.9 0.2
H 0.3 -0.2 -0.2
H 0.0 0.0 -0.4



The following is a DFT calculation (ωB97M-V/def2-TZVPD) of a cluster of 13 separate species, H26O13 in total in a non-equilibrium geometry.

As for the max |F|: 6.345 eV/Å. The value obtained for the HOMO energy is -8.55 eV. The calculation puts the energy above the lowest of the compared OMol25 structures with the same formula, charge and spin at 167.9 kcal/mol. As for the total charge: 0. For the HOMO-LUMO gap, the calculation gives 8.29 eV.

Geometry (Å):
H: -0.053 -0.047 0.276
H: 1.196 -0.855 0.588
H: 1.600 1.154 -2.989
H: 2.270 1.154 -4.354
H: 0.337 -0.764 -2.881
H: 0.937 -2.139 -3.127
H: 1.514 1.322 0.496
H: 2.342 0.406 -0.389
H: -2.832 -1.315 -0.271
H: -2.108 -0.493 -1.325
H: -0.688 3.473 1.677
H: -2.161 3.575 2.038
H: 5.001 -0.910 1.406
H: 4.455 -1.041 -0.007
H: 0.093 -3.217 -1.260
H: -1.214 -2.452 -1.384
H: -3.000 1.720 -3.511
H: -2.050 2.572 -2.685
H: 0.089 0.349 3.229
H: 1.308 1.254 3.158
H: -2.635 1.948 0.453
H: -1.273 1.634 -0.143
H: 2.050 -2.015 2.925
H: 2.674 -2.550 1.647
H: -2.810 0.211 1.763
H: -1.764 0.485 2.831
O: 0.250 -0.819 0.768
O: 1.942 0.561 -3.668
O: 0.783 -1.289 -3.556
O: 1.479 0.830 -0.332
O: -2.951 -0.563 -0.862
O: -1.386 3.015 2.159
O: 4.175 -0.955 0.911
O: -0.824 -3.227 -0.965
O: -2.603 1.784 -2.635
O: 1.009 0.363 2.943
O: -1.717 1.787 0.698
O: 2.011 -2.760 2.314
O: -2.578 0.839 2.456

Cartesian forces, eV/Å:
H 0.1 -0.5 0.4
H -0.7 -0.2 0.4
H 0.1 0.1 0.1
H 0.1 0.1 0.0
H 0.1 0.0 -0.1
H -0.2 -0.1 -0.1
H 0.0 -0.1 0.1
H 0.1 0.2 -0.1
H 0.0 -0.1 0.1
H -0.2 0.3 0.0
H -0.2 0.0 0.0
H 0.1 0.0 0.2
H -0.1 0.0 0.1
H 0.1 -0.1 0.0
H -0.1 0.0 0.3
H 0.0 -0.2 0.0
H 0.0 -0.1 0.1
H -0.1 0.0 0.0
H 0.2 -0.1 -0.2
H -0.1 0.0 0.3
H 0.0 -0.3 -0.2
H -0.3 -0.1 -0.7
H -0.2 0.1 -0.1
H 0.0 0.1 0.1
H 0.2 0.0 0.1
H -0.3 0.2 -0.3
O -1.3 -1.4 0.0
O 1.0 1.9 -0.2
O -1.1 -1.9 0.4
O 1.2 1.7 -1.1
O 0.0 -0.3 0.0
O 1.3 4.2 4.5
O 0.0 0.1 -0.3
O -0.1 -0.1 -0.3
O 0.2 0.1 -0.1
O 0.4 0.5 0.4
O 0.6 -2.3 -5.9
O 0.2 -0.1 0.0
O -1.4 -1.6 2.1



The following is a DFT calculation (ωB97M-V/def2-TZVPD) of an isolated molecule of C2H3F2PS in a non-equilibrium geometry.

As for the max |F|: 4.722 eV/Å. The value obtained for the HOMO energy (spin up / spin down) is -8.84 / -8.84 eV. Its SMILES is FCC=P(F)=S. The calculation puts the energy above the lowest of the compared OMol25 structures with the same formula, charge and spin at 80.7 kcal/mol. As for the total charge: 0. For the HOMO-LUMO gap (spin up / spin down), the calculation gives 7.64 / 7.64 eV.

Geometry (Å):
C: 0.530 -1.876 0.346
C: 1.094 -0.693 1.077
F: -0.359 -2.312 1.249
F: -0.563 -0.414 3.258
P: 0.712 0.326 2.498
S: 1.840 1.331 3.650
H: 1.179 -2.640 0.066
H: -0.074 -1.664 -0.494
H: 1.778 -0.107 0.382

Cartesian forces, eV/Å:
C -1.5 2.5 1.9
C 2.0 3.4 0.1
F -2.0 -2.4 1.5
F 1.8 1.2 -1.0
P -1.3 -4.2 -1.9
S -0.2 0.1 -0.4
H 1.9 -1.1 -0.1
H -0.3 0.9 -1.5
H -0.5 -0.4 1.3



Q: Which value of total charge does entry 1 give?
A: 0